60
Properties=species:S:1:pos:R:3:nbo_charge:R:1 method="wB97M-V/def2-TZVPD" charge=0 homo_lumo_gap_ev=6.219 spin_multiplicity=1 largest_force_ha_per_bohr=0.0411
S -0.178 -4.019 0.835 2.2877
C 1.237 -4.855 0.130 -0.2158
H 3.051 4.169 2.012 0.1757
H -3.131 1.411 0.707 0.2451
H 3.898 4.767 -0.082 0.1600
C 3.046 2.812 0.318 -0.1477
C 3.519 -5.558 -1.212 -0.1935
O -1.412 -4.576 0.343 -0.9362
C -2.849 -1.805 -1.345 -0.9481
P -2.194 -0.709 -0.034 1.0494
H -3.043 -0.332 3.084 0.2343
H 3.414 -7.381 -0.094 0.2232
H -2.359 -1.912 3.538 0.2518
C -3.412 0.676 -0.047 -0.9492
H 3.398 -3.621 -2.166 0.2421
H 4.503 1.256 -0.038 0.2177
H -3.823 -1.821 1.377 0.2332
P -0.648 -0.359 2.780 1.1346
H -1.651 1.821 3.046 0.2481
O -0.090 -3.879 2.265 -0.9489
H 3.909 2.637 2.304 0.1662
C 2.955 -4.319 -1.472 -0.1388
C 1.090 -2.696 -0.794 0.1349
C 1.778 -6.089 0.381 -0.2078
H 1.557 4.294 -0.116 0.2193
H -0.049 1.770 3.769 0.2718
C -2.341 -1.117 2.787 -0.7281
H 1.319 -6.760 1.090 0.2349
S 1.503 -1.377 -1.747 -0.0443
H -2.495 -1.468 -2.319 0.2500
O 1.852 2.647 2.467 -0.7651
C 4.140 3.716 -0.294 -0.0448
H 1.842 3.116 -1.418 0.2307
H 1.302 -0.966 4.052 0.2588
H 0.263 -2.361 3.724 0.2825
C 3.417 1.366 -0.040 -0.5400
H -2.484 -2.817 -1.164 0.2675
C 3.020 3.090 1.839 -0.0548
H -3.939 -1.796 -1.327 0.2324
H 3.051 1.135 -1.042 0.2254
H -1.430 1.030 4.632 0.2279
C 1.734 3.241 -0.339 -0.5572
C 0.270 -1.318 4.038 -0.9665
Se 2.781 -0.094 1.140 -0.1897
H -3.369 1.165 -1.020 0.2535
C -2.737 -1.696 1.431 -0.7333
C 1.800 -3.968 -0.784 -0.1565
H 4.831 4.111 -2.069 0.4729
H -4.428 0.328 0.134 0.2267
C -0.981 1.220 3.658 -0.9503
C 2.943 -6.431 -0.297 -0.1817
H -2.286 -2.682 1.307 0.2558
Ir 0.235 -0.186 0.427 0.2232
H -0.175 -1.219 5.027 0.2363
H 1.854 1.676 2.415 0.4858
Se 0.039 2.359 0.128 -0.0515
O 4.200 3.494 -1.682 -0.7269
H 5.110 3.486 0.172 0.1606
H 4.431 -5.844 -1.714 0.2232
N 0.111 -2.574 0.080 -0.8667

=====

51
Properties=species:S:1:pos:R:3:nbo_charge:R:1 method="wB97M-V/def2-TZVPD" charge=+1 homo_lumo_gap_ev=8.764 smiles="C=CCc1ccc(OCCCC[NH2+][C@@H](C)CC)c(OC)c1" spin_multiplicity=1 largest_force_ha_per_bohr=0.0153
H 0.017 -3.102 0.386 0.1859
C -6.651 -0.172 1.427 -0.3803
H 1.562 -0.242 0.098 0.4996
C -2.692 0.940 -0.386 -0.2790
H 3.314 1.788 2.552 0.2167
H 2.541 -2.377 -1.182 0.2104
H -6.963 -0.123 2.456 0.2063
C 0.529 -2.621 -0.457 -0.0644
H 3.962 -0.982 0.068 0.2217
H 4.410 0.909 -0.901 0.2091
H 1.927 2.047 0.464 0.2259
H 4.702 1.343 1.545 0.2200
C 3.457 1.442 -0.907 -0.4204
C 3.295 -1.034 0.929 -0.2248
H -2.924 1.989 -0.305 0.2240
H -5.229 1.527 -0.874 0.2221
C -2.142 -1.755 -0.581 -0.2718
H -5.091 1.203 1.627 0.1941
H 1.901 -2.449 1.775 0.2127
H -1.132 2.956 -1.321 0.1979
H 2.175 -3.935 -0.465 0.2440
C -3.744 0.038 -0.496 0.0123
C 3.761 1.886 1.565 -0.6308
H 0.166 -3.066 -1.390 0.1993
H 2.459 -0.183 -1.966 0.1948
O -0.292 1.367 -0.276 -0.5357
C 2.811 1.405 0.478 -0.0366
H 3.687 2.487 -1.119 0.2357
C -1.374 0.515 -0.377 0.2439
H -1.957 -2.812 -0.667 0.2261
C -1.094 -0.858 -0.474 0.2979
H -7.216 -0.831 0.789 0.1930
C -0.559 2.751 -0.414 -0.2570
C 2.652 -2.415 0.984 -0.4224
C -3.454 -1.311 -0.592 -0.1984
H 1.564 1.335 -1.952 0.2226
H -4.253 -2.030 -0.677 0.2245
C -5.645 0.546 0.969 -0.1685
C 2.031 -2.861 -0.348 -0.4313
H -1.095 3.142 0.455 0.1897
C -5.166 0.519 -0.456 -0.4596
N 2.286 0.042 0.808 -0.5613
C 2.556 0.899 -2.012 -0.6219
H 1.774 0.108 1.692 0.4250
H 3.438 -3.119 1.258 0.2449
H 3.987 2.936 1.408 0.2469
H 2.977 1.148 -2.982 0.2379
H -5.803 -0.143 -1.043 0.2240
H 0.407 3.248 -0.491 0.1905
H 3.882 -0.865 1.833 0.2284
O 0.246 -1.229 -0.456 -0.5635

=====

76
Properties=species:S:1:pos:R:3:lowdin_charge:R:1 method="wB97M-V/def2-TZVPD" charge=+1 homo_lumo_gap_ev=8.327 spin_multiplicity=1 largest_force_ha_per_bohr=0.0680
H 0.961 -0.285 -1.009 0.0782
C -1.161 1.226 -2.152 -0.1369
C 1.674 0.393 -0.500 0.0434
C -2.027 1.366 -1.053 0.0526
C 5.673 0.900 -1.826 -0.1824
O -6.273 1.002 3.423 -0.2093
C -4.446 -2.815 6.712 -0.1631
S 7.764 5.738 1.046 0.6192
O -4.647 0.614 1.587 -0.2488
H 4.929 1.529 -2.307 0.1166
C -2.936 -0.775 -1.514 -0.0047
H 4.875 4.540 -0.302 0.1320
H -3.618 -1.599 -1.260 0.1529
H 5.059 6.760 0.680 0.1360
C -0.145 2.381 -2.421 -0.1020
C 6.845 1.695 -1.291 -0.1645
N -2.883 0.350 -0.790 0.1210
H -8.153 -1.470 0.516 0.1405
H 0.562 2.039 -3.209 0.1392
H -0.641 3.289 -2.808 0.1469
H -2.036 2.235 -0.380 0.1687
H -7.138 0.423 -0.627 0.1276
C 0.404 -5.500 -3.853 -0.1536
H 6.630 2.147 -0.326 0.1187
O 8.616 4.900 1.804 -0.2065
H 5.552 3.770 1.155 0.1284
C -7.699 0.646 0.285 -0.1644
C 5.576 4.662 0.522 -0.1873
C -3.492 -2.921 5.540 -0.1656
S -5.387 -1.450 4.864 0.6369
H 0.179 -7.460 -2.941 0.1427
H 1.522 0.392 0.598 0.1050
H 0.414 -5.666 -4.928 0.1410
O -6.654 -0.795 1.794 -0.1916
H -2.645 -2.240 5.655 0.1335
O -2.229 -3.986 -2.106 -0.2400
C 1.682 1.838 -1.048 -0.4538
O -0.249 -4.261 -3.536 -0.1986
H 5.197 0.316 -1.034 0.1244
O -0.743 -5.936 -1.863 -0.1749
H -1.316 -6.798 -3.640 0.1377
O -4.252 -2.501 4.402 -0.1881
O 8.236 6.867 0.333 -0.2060
H -8.676 -0.452 1.878 0.1435
O 6.539 6.203 1.985 -0.1819
C -7.904 -0.601 1.120 -0.1487
H 1.431 -5.445 -3.485 0.1385
O -6.904 1.511 1.100 -0.1787
H -3.507 0.466 0.015 0.1216
O 6.247 -0.011 -2.764 -0.1895
C -2.113 -0.963 -2.646 0.0106
C -1.180 0.071 -2.987 0.0555
O 0.529 2.631 -1.171 -0.0413
O 6.907 4.820 0.025 -0.2058
H -2.134 -1.878 -3.250 0.1077
H -5.134 -3.664 6.742 0.1358
H 7.150 2.473 -1.995 0.1413
O 2.732 2.338 -1.361 0.1215
O -4.973 -0.137 4.512 -0.2518
S -0.853 -4.349 -2.048 0.5995
O -5.211 -1.633 6.454 -0.1754
C -0.393 -6.551 -3.111 -0.1506
O 8.633 -0.189 -3.339 -0.2075
S 7.732 -0.416 -2.271 0.6193
O 7.914 0.754 -1.176 -0.1745
H -3.929 -2.736 7.665 0.1387
H -3.123 -3.935 5.398 0.1363
S -5.985 0.632 2.096 0.6417
H -8.638 1.128 0.021 0.1407
O -6.652 -1.973 4.489 -0.2054
O 0.061 -3.727 -1.157 -0.2173
H 2.691 -0.009 -0.692 0.0864
O 7.654 -1.656 -1.585 -0.2179
H 4.506 5.777 2.057 0.1364
C 5.303 5.915 1.329 -0.1688
H -0.484 -0.005 -3.836 0.1388

=====

50
Properties=species:S:1:pos:R:3:nbo_charge:R:1 method="wB97M-V/def2-TZVPD" charge=0 homo_lumo_gap_ev=9.552 spin_multiplicity=1 largest_force_ha_per_bohr=0.0117
C -1.231 2.644 -1.004 -0.1682
H -1.286 3.211 -1.926 0.1935
O 2.808 -1.172 2.155 -0.6876
H -0.007 1.193 -0.001 0.2215
H -2.606 0.062 -1.417 0.2130
C 0.984 -2.322 -0.861 -0.4055
C -2.355 -0.892 -0.974 -0.1722
H 2.508 0.628 -1.384 0.1915
C 4.502 0.918 -0.636 -0.6053
C -3.674 1.195 1.166 -0.1620
C 0.070 1.932 -0.797 -0.4546
H -4.568 1.761 1.398 0.1964
C -3.784 -0.095 0.883 -0.1758
H 1.360 -2.806 -1.764 0.2045
H -2.447 2.751 1.934 0.2187
H 5.177 1.734 -0.390 0.2030
H 2.406 -3.140 0.564 0.2346
H -2.196 -3.695 -0.752 0.2131
H -4.765 -0.552 0.895 0.1991
H 0.617 -1.330 -1.131 0.2253
H 2.263 1.626 0.855 0.1927
C 2.474 2.275 0.003 -0.3904
O 0.771 -0.637 1.439 -0.6165
C -2.264 2.688 -0.176 -0.1779
H 0.155 -4.148 -0.067 0.1967
C 2.126 -2.173 0.140 -0.5188
H 4.386 0.296 0.250 0.2019
H 4.963 0.320 -1.420 0.2059
H -1.089 -3.797 -2.123 0.2046
C 3.153 1.460 -1.095 -0.3976
C 1.172 2.939 -0.444 -0.3801
H 1.367 3.584 -1.305 0.1926
C -1.803 -1.833 -1.726 -0.1888
H 0.810 3.574 0.369 0.2032
H -2.903 -2.034 0.748 0.2131
H -3.134 3.269 -0.459 0.1956
H 2.585 -0.575 2.886 0.4978
H -1.751 -0.727 1.045 0.2410
H 0.334 1.411 -1.720 0.2058
C -2.655 -1.001 0.494 -0.5070
C -1.366 -3.192 -1.257 -0.4460
H 3.017 -1.766 -0.346 0.2430
C -2.401 1.991 1.147 -0.5001
C -0.177 -3.131 -0.289 -0.3893
H 3.298 2.091 -1.975 0.1959
H -1.541 1.353 1.337 0.2199
H -0.496 -2.670 0.644 0.2114
H -1.624 -1.620 -2.771 0.1993
C 1.791 -1.253 1.283 0.8115
H 3.165 3.052 0.342 0.1975

=====

| no. | DFT total energy (Ha) |
| --- | --- |
| 1 | -7445.9283 |
| 2 | -908.8672 |
| 3 | -4404.4576 |
| 4 | -854.3201 |